# 1
C21H32B2F4N6O5S3SiTi as an isolated structure, computed with ωB97M-V/def2-TZVPD.

CARTESIAN COORDINATES (ANGSTROEM)
Ti (0.516, -0.730, 0.927)
C (2.592, -2.775, -2.852)
C (1.487, -2.422, -1.922)
N (0.852, -1.152, -2.034)
O (1.667, -0.057, -2.326)
B (2.346, 0.532, -1.109)
F (2.308, -0.583, -0.150)
F (3.601, 0.844, -1.513)
O (1.731, 1.658, -0.422)
N (1.071, 1.394, 0.838)
C (1.962, 1.624, 1.989)
C (2.483, 3.016, 2.146)
C (2.217, 0.552, 2.771)
N (1.733, -0.676, 2.347)
O (1.808, -1.732, 3.249)
B (1.850, -2.950, 2.502)
F (1.563, -4.039, 3.229)
F (2.808, -3.064, 1.551)
O (0.369, -2.749, 1.462)
N (0.484, -2.527, 0.125)
C (1.182, -3.188, -0.774)
C (1.636, -4.596, -0.566)
C (2.997, 0.595, 4.043)
H (3.179, -3.605, -2.469)
H (2.212, -3.055, -3.840)
H (3.248, -1.912, -2.979)
H (2.660, 3.441, 1.157)
H (3.428, 3.024, 2.684)
H (1.774, 3.661, 2.669)
H (1.189, -5.002, 0.338)
H (2.719, -4.630, -0.446)
H (1.358, -5.216, -1.418)
H (3.261, 1.613, 4.309)
H (3.905, -0.002, 3.950)
H (2.406, 0.162, 4.850)
S (-3.866, -0.109, -0.940)
C (-2.350, -0.165, -0.435)
N (-1.218, -0.219, -0.113)
S (-0.674, -1.068, -2.697)
C (-0.369, -1.162, -4.421)
N (-1.457, -1.423, -5.175)
C (-1.448, -1.430, -6.527)
C (-0.284, -1.185, -7.195)
C (0.869, -0.913, -6.448)
C (0.832, -0.891, -5.071)
H (-2.330, -1.617, -4.694)
H (-2.391, -1.640, -7.009)
H (-0.271, -1.194, -8.274)
H (1.798, -0.694, -6.958)
H (1.694, -0.625, -4.476)
C (-1.359, -2.246, 4.099)
S (-1.754, -0.571, 3.613)
C (-3.346, -0.882, 2.860)
O (-0.846, -0.217, 2.456)
H (-1.399, -2.897, 3.229)
H (-2.082, -2.551, 4.855)
H (-0.356, -2.241, 4.521)
H (-4.062, -1.118, 3.647)
H (-3.270, -1.695, 2.139)
H (-3.642, 0.037, 2.356)
C (-3.829, 3.124, 1.712)
Si (-2.443, 4.108, 0.934)
C (-2.870, 4.615, -0.808)
C (-1.980, 5.574, 1.993)
C (-0.970, 2.987, 0.880)
C (-0.011, 2.261, 0.884)
H (-4.759, 3.697, 1.711)
H (-3.594, 2.880, 2.751)
H (-4.007, 2.199, 1.157)
H (-3.548, 5.471, -0.799)
H (-3.364, 3.801, -1.342)
H (-1.979, 4.898, -1.370)
H (-2.807, 6.286, 2.039)
H (-1.111, 6.094, 1.587)
H (-1.745, 5.265, 3.013)

Summary:
charge: +1
2S+1: 2
HOMO (alpha / beta): -10.173 / -10.183 eV
<S²>: 0.78
frontier orbital gap (alpha / beta): 6.37 / 5.82 eV

---

# 2
C25H24N4O2 as an isolated structure, computed with ωB97M-V/def2-TZVPD.

CARTESIAN COORDINATES (ANGSTROEM)
C (-4.346, -4.970, -0.033)
O (-3.303, -3.942, -0.214)
C (-3.725, -2.563, -0.025)
C (-5.126, -2.318, 0.277)
C (-5.478, -1.123, 0.349)
C (-4.593, -0.064, 0.450)
C (-3.304, -0.446, 0.258)
C (-2.903, -1.644, -0.233)
O (-1.688, -2.049, -0.498)
H (-1.045, -1.300, -0.452)
C (-2.282, 0.953, 0.017)
N (-2.709, 2.063, 0.215)
C (-1.708, 2.791, 0.016)
C (-2.142, 4.384, 0.386)
C (-1.353, 5.332, -0.079)
C (-0.148, 5.092, -0.382)
C (0.422, 3.685, -0.644)
C (-0.441, 2.692, -0.248)
C (0.067, 1.472, -0.515)
N (-0.991, 0.471, -0.243)
N (1.194, 0.971, -0.816)
C (1.377, -0.293, -0.998)
H (2.337, -0.234, -1.790)
C (1.790, -1.229, 0.217)
N (2.999, -0.582, 0.506)
C (4.378, -1.088, 0.370)
C (4.580, -2.096, -0.735)
C (5.901, -2.136, -1.059)
C (6.843, -1.934, -0.121)
C (6.698, -1.152, 0.950)
C (5.386, -0.620, 1.135)
H (5.172, -0.173, 1.951)
H (7.505, -0.763, 1.543)
H (7.910, -2.324, -0.493)
H (6.010, -2.979, -1.893)
H (3.820, -2.036, -1.351)
C (2.753, 0.600, 1.021)
H (1.877, 0.581, 2.154)
C (2.346, 1.563, 0.026)
H (3.108, 1.723, -0.571)
H (2.204, 2.427, 0.564)
H (3.446, 1.086, 1.952)
H (0.914, -1.331, 0.774)
H (1.988, -2.447, -0.243)
H (0.516, -0.706, -1.752)
H (1.497, 3.623, -1.187)
H (0.616, 5.857, -0.757)
H (-1.546, 6.215, 0.248)
H (-3.136, 4.534, 0.623)
H (-4.896, 1.132, 0.599)
H (-6.496, -0.629, 0.688)
H (-5.933, -2.986, 0.338)
H (-4.650, -4.968, 0.784)
H (-3.777, -5.970, -0.221)
H (-5.078, -4.929, -0.743)

Summary:
charge: 0
energy above the lowest of the compared OMol25 structures with the same formula, charge and spin: 483.4 kcal per mole
HOMO: -7.830 eV
frontier orbital gap: 7.74 eV

---

Results for DFT total energy: -117194.1724; -36350.7137 (in eV, following the order of the records).
Results for M: 718.29; 412.49 (in g mol⁻¹, following the order of the records).